A structure of composition C34H43BCdGeN7O2S2Se. Source: OMol25; level of theory: ωB97M-V with the def2-TZVPD basis set.

Output
HOMO energy, eV: -3.66
Net charge: -1
E, eV: -199259.16624
Relative energy (zero: lowest compared OMol25 entry of this formula, charge and spin), kJ/mol: 3.7
Kohn-Sham gap, Ha: 0.209
F_max, hartree/bohr: 0.014

Positions of all 92 atoms, in Å:
1 Cd 1.14 -0.13 0.81
2 S -1.31 -2.29 0.92
3 C -0.91 -3.29 2.32
4 C -2.07 -3.74 2.98
5 C -2.02 -4.55 4.09
6 C -3.25 -4.97 4.72
7 N -4.24 -5.30 5.21
8 C -0.77 -4.96 4.58
9 C 0.37 -4.52 3.95
10 C 0.33 -3.66 2.84
11 S 2.03 -1.56 3.04
12 C -0.67 -5.81 5.75
13 N -0.59 -6.48 6.68
14 H -3.04 -3.45 2.59
15 H 1.34 -4.82 4.32
16 N 1.53 1.88 7.37
17 C 1.28 1.71 6.03
18 C 0.15 1.01 5.59
19 C -0.05 0.84 4.24
20 N 0.78 1.32 3.30
21 C 1.86 1.98 3.73
22 C 2.15 2.20 5.06
23 H 0.83 1.64 8.04
24 H 2.25 2.51 7.66
25 H -0.55 0.59 6.30
26 H -0.90 0.28 3.87
27 H 2.54 2.33 2.95
28 H 3.05 2.73 5.34
29 C -1.50 -2.13 -6.54
30 C -0.41 -3.15 -6.20
31 C 0.80 -2.87 -7.10
32 C -0.96 -4.55 -6.51
33 C 0.01 -3.08 -4.73
34 C 0.98 -3.95 -4.25
35 C 1.38 -3.97 -2.91
36 C 0.79 -3.07 -2.06
37 O 1.01 -2.89 -0.73
38 B 0.12 -1.83 -0.32
39 O -0.59 -1.37 -1.52
40 C -0.17 -2.18 -2.52
41 C -0.58 -2.17 -3.83
42 H -1.76 -2.21 -7.60
43 H -1.16 -1.11 -6.36
44 H -2.41 -2.30 -5.96
45 H 0.52 -2.96 -8.15
46 H 1.61 -3.57 -6.90
47 H 1.18 -1.86 -6.93
48 H -1.36 -4.58 -7.53
49 H -1.75 -4.82 -5.82
50 H -0.17 -5.31 -6.44
51 H 1.44 -4.66 -4.93
52 H 2.13 -4.66 -2.55
53 H -1.34 -1.47 -4.14
54 C 1.49 7.00 -1.49
55 Ge 1.32 5.19 -0.78
56 C 0.02 4.18 -1.82
57 C 0.76 5.27 1.09
58 C 3.07 4.31 -0.80
59 Se 2.92 2.47 -0.13
60 C 2.65 1.67 -1.89
61 H 0.52 7.50 -1.49
62 H 1.87 6.99 -2.51
63 H 2.18 7.59 -0.87
64 H -0.95 4.68 -1.78
65 H -0.10 3.18 -1.39
66 H 0.32 4.10 -2.86
67 H -0.20 5.78 1.20
68 H 1.51 5.79 1.69
69 H 0.66 4.25 1.47
70 H 3.75 4.84 -0.13
71 H 3.53 4.25 -1.78
72 H 2.01 2.32 -2.48
73 H 2.16 0.71 -1.75
74 H 3.62 1.53 -2.38
75 N 2.42 -3.95 1.76
76 C 1.67 -3.15 2.40
77 H 3.31 -3.49 1.58
78 C -3.02 3.20 3.14
79 C -2.64 2.60 1.82
80 C -3.39 2.22 0.73
81 C -2.46 1.67 -0.19
82 N -1.23 1.73 0.30
83 N -1.36 2.32 1.51
84 C -2.73 1.07 -1.53
85 H -3.84 3.89 3.03
86 H -2.17 3.73 3.58
87 H -3.32 2.42 3.84
88 H -4.46 2.32 0.61
89 H -0.57 2.26 2.14
90 H -3.41 1.69 -2.11
91 H -3.18 0.08 -1.42
92 H -1.80 0.93 -2.07

Löwdin atomic charge list, values in e, 2 entries:
1. Cd 1.18
2. S 0.95